1.
A structure of composition C43H42AsI2N5O7Y. Source: the Open Molecules 2025 dataset; level of theory: the ωB97M-V functional and the def2-TZVPD basis.

Element x y z (Å)
Y  -0.7784  0.5019  1.6636
I  1.1523  -2.5485  8.9528
C  0.9839  -1.7398  7.0337
C  2.1151  -1.5714  6.2533
C  1.9870  -1.0380  4.9827
I  3.6862  -0.8356  3.7950
C  0.7458  -0.6350  4.4439
O  0.6420  -0.1142  3.2630
C  -0.3912  -0.8473  5.2684
C  -1.7617  -0.5161  4.7384
N  -1.9674  -1.0773  3.3882
C  -1.6811  -2.5048  3.3287
C  -1.6961  -2.9971  1.9098
C  -1.9338  -4.3331  1.6040
C  -1.9381  -4.7268  0.2779
C  -1.7524  -3.7676  -0.7075
C  -1.5432  -2.4619  -0.3066
N  -1.4749  -2.0848  0.9683
C  -0.2617  -1.3928  6.5344
H  3.0901  -1.8556  6.6232
H  -1.9083  0.5615  4.6555
H  -2.5075  -0.9030  5.4441
H  -2.9231  -0.8977  3.0925
H  -2.3723  -3.1010  3.9400
H  -0.6829  -2.6671  3.7431
H  -2.1131  -5.0428  2.4013
H  -2.1027  -5.7643  0.0155
H  -1.7606  -4.0098  -1.7618
H  -1.4333  -1.6696  -1.0287
H  -1.1503  -1.5503  7.1339
O  -2.0341  6.2862  4.1680
C  -1.7861  5.2009  3.7100
C  -0.4364  4.7533  3.1304
O  0.5589  5.4342  3.0502
C  -0.6514  3.3577  2.6961
C  -1.9521  2.9628  3.0110
O  -2.3507  1.7518  2.7059
C  -2.7490  4.0279  3.5690
O  -3.9409  4.0169  3.8413
O  0.1443  2.5609  2.0962
N  -4.5904  1.5715  1.2098
C  -4.0849  0.6926  0.3336
N  -4.8824  0.3306  -0.7308
O  -2.9603  0.1889  0.4485
H  -5.5512  1.8571  1.1750
H  -4.0095  1.7762  2.0309
H  -5.5598  1.0060  -1.0449
H  -4.3609  -0.1124  -1.4710
C  -0.5495  -4.4451  -5.5953
C  -0.1898  -3.4211  -4.5526
C  0.9869  -3.5083  -3.8268
C  1.3235  -2.5656  -2.8586
C  2.6244  -2.7535  -2.1187
C  0.4738  -1.4732  -2.6118
As  1.0568  -0.3956  -1.0450
N  -0.1877  0.8446  -0.5658
C  -0.4951  2.0157  -1.2470
C  -1.4496  2.8899  -0.6896
C  -1.8236  4.0617  -1.3211
C  -1.2691  4.4190  -2.5450
C  -0.3320  3.5702  -3.1140
C  0.0441  2.3922  -2.4856
C  2.6592  0.6028  -1.6687
C  3.2011  0.7085  -2.9633
C  2.5356  0.2585  -4.2414
C  4.4435  1.3245  -3.1316
C  5.1596  1.8580  -2.0754
C  6.4894  2.5291  -2.2860
C  4.5919  1.7856  -0.8126
C  3.3626  1.1789  -0.5929
C  2.8025  1.2044  0.8034
C  -0.7384  -1.3924  -3.3170
C  -1.7585  -0.3040  -3.1014
C  -1.0400  -2.3612  -4.2713
H  0.2644  -5.1539  -5.7466
H  -0.7668  -3.9706  -6.5538
H  -1.4373  -5.0111  -5.3045
H  1.6683  -4.3325  -4.0134
H  3.1228  -3.6615  -2.4579
H  2.4596  -2.8327  -1.0416
H  3.3086  -1.9146  -2.2695
H  -1.9111  2.6493  0.2625
H  -2.5533  4.7057  -0.8443
H  -1.5561  5.3399  -3.0356
H  0.1205  3.8236  -4.0662
H  0.7793  1.7593  -2.9567
H  1.4586  0.3932  -4.2285
H  2.7171  -0.7969  -4.4513
H  2.9385  0.8344  -5.0758
H  4.8468  1.4038  -4.1365
H  6.8256  2.4235  -3.3175
H  7.2529  2.1014  -1.6338
H  6.4280  3.5954  -2.0590
H  5.1126  2.2221  0.0334
H  3.5589  1.5315  1.5164
H  2.4538  0.2215  1.1305
H  1.9621  1.8981  0.8814
H  -1.8746  -0.0439  -2.0484
H  -2.7225  -0.6208  -3.5054
H  -1.4710  0.6176  -3.6106
H  -1.9788  -2.2788  -4.8120

Values from the calculation:
E (Eh): -5334.09624
Charge: -1
Relative energy (zero: lowest compared OMol25 entry of this formula, charge and spin) (kcal per mole): 0.2
LUMO level (eV): 1.9409
HOMO-LUMO gap (eV): 6.91

2.
A structure of composition C37H37FN2PPtS3. Source: the Open Molecules 2025 dataset; level of theory: the ωB97M-V functional and the def2-TZVPD basis.

Element x y z (Å)
Pt  -0.6268  -0.8542  -0.9611
N  -1.5458  -2.8219  -0.5728
C  -1.9043  -2.9467  0.8300
C  -3.0964  -3.5227  1.2158
C  -3.4024  -3.5752  2.5714
C  -2.5226  -3.0634  3.5099
C  -1.3238  -2.4852  3.1087
C  -1.0038  -2.4184  1.7600
P  0.4665  -1.5898  1.0688
C  1.6165  -2.9470  0.7163
C  1.2130  -4.2776  0.8255
C  2.0980  -5.3045  0.5216
C  3.3905  -5.0071  0.1230
C  3.8029  -3.6833  0.0309
C  2.9246  -2.6551  0.3248
C  1.1951  -0.6858  2.4480
C  0.9998  0.6760  2.6447
C  1.5481  1.3024  3.7560
C  2.2911  0.5732  4.6696
C  2.4896  -0.7905  4.4795
C  1.9480  -1.4186  3.3733
H  -0.8351  -3.5079  -0.8439
H  -2.3463  -2.9612  -1.1926
H  -3.7841  -3.9167  0.4777
H  -4.3390  -4.0130  2.8890
H  -2.7722  -3.1045  4.5612
H  -0.6516  -2.0681  3.8469
H  0.2166  -4.5258  1.1711
H  1.7768  -6.3336  0.6096
H  4.0826  -5.8056  -0.1083
H  4.8156  -3.4522  -0.2709
H  3.2572  -1.6289  0.2525
H  0.4281  1.2578  1.9365
H  1.3972  2.3643  3.8958
H  2.7212  1.0636  5.5328
H  3.0747  -1.3601  5.1887
H  2.1250  -2.4766  3.2183
S  -0.8265  -2.5200  -5.1532
C  -0.7713  -1.8518  -3.6962
S  -1.9575  -0.8425  -2.8950
S  0.5875  -1.9396  -2.5946
C  -2.3374  2.1726  1.3460
C  -3.1212  1.6709  0.1342
C  -3.3105  0.1664  0.2081
C  -2.5703  2.1822  -1.2044
C  -3.4346  3.0506  -1.8684
C  -3.0607  3.7118  -3.0191
C  -1.7947  3.4978  -3.5230
C  -0.8863  2.6238  -2.9265
C  0.4585  2.5741  -3.6629
C  1.1457  1.2244  -3.7973
C  1.4410  3.6529  -3.1924
C  -1.2903  1.9458  -1.7546
N  -0.3486  1.1023  -1.0419
C  0.7905  1.7786  -0.5709
C  0.6937  3.0928  -0.0865
C  1.7884  3.7701  0.4190
C  3.0383  3.1656  0.4532
C  3.1705  1.8782  -0.0355
C  2.0630  1.2182  -0.5287
F  2.2549  -0.0523  -1.0041
H  -2.9065  2.0000  2.2612
H  -2.1359  3.2402  1.2712
H  -1.3843  1.6505  1.4425
H  -4.1224  2.1004  0.2035
H  -2.3206  -0.2726  0.0303
H  -3.9768  -0.2162  -0.5669
H  -3.6510  -0.1708  1.1880
H  -4.4182  3.2247  -1.4496
H  -3.7429  4.3927  -3.5101
H  -1.4909  4.0176  -4.4235
H  0.1831  2.8575  -4.6814
H  1.5571  0.8660  -2.8604
H  1.9761  1.3194  -4.4995
H  0.4660  0.4724  -4.1941
H  1.9129  3.4031  -2.2403
H  0.9522  4.6225  -3.0862
H  2.2336  3.7559  -3.9355
H  -0.2669  3.5840  -0.1238
H  1.6628  4.7829  0.7783
H  3.9009  3.6922  0.8371
H  4.1250  1.3686  -0.0546

Values from the calculation:
E (Eh): -3296.55597
Charge: +1
Relative energy (zero: lowest compared OMol25 entry of this formula, charge and spin) (kcal per mole): 9.4
LUMO level (spin up / spin down) (eV): -4.6110 / -4.6087
HOMO-LUMO gap (spin up / spin down) (eV): 5.85 / 5.85

3.
The molecule C2H2N2O2S in a non-equilibrium geometry. Source: the Open Molecules 2025 dataset; level of theory: the ωB97M-V functional and the def2-TZVPD basis.

Element x y z (Å)
O  1.9305  -1.5226  0.4711
C  1.4226  -0.7392  -0.2175
C  0.9665  0.0960  -1.1089
S  -0.5190  1.0789  -1.1309
N  -1.2698  0.6158  0.3099
N  -0.6443  -0.2349  1.0836
O  -1.1996  -0.5751  2.1173
H  1.5207  0.2904  -2.0089
H  -2.2076  0.9908  0.4842

Values from the calculation:
E (Eh): -735.44678
SMILES: O=C=CSNN=O
Charge: 0
Relative energy (zero: lowest compared OMol25 entry of this formula, charge and spin) (kcal per mole): 88.2
LUMO level (eV): 0.3221
HOMO-LUMO gap (eV): 8.62